101
Properties=species:S:1:pos:R:3 method="wB97M-V/def2-TZVPD" lumo_energy_ev=0.5 relative_energy_ev=1.609 spin_multiplicity=1
C -2.151 -1.416 -2.789
C -2.408 -2.443 -3.900
O -1.607 -2.207 -5.044
C -0.269 -2.644 -4.889
C -0.156 -4.188 -4.963
C 0.395 -4.799 -3.676
C 1.853 -4.380 -3.377
C 1.975 -3.414 -2.186
O 3.199 -3.559 -1.438
S 3.089 -4.468 -0.097
O 2.800 -5.821 -0.526
O 1.682 -3.919 0.563
C 1.229 -4.806 1.587
C 0.167 -4.076 2.391
C -0.366 -4.923 3.553
Cl 0.829 -2.530 3.012
H -1.095 -1.184 -2.657
H -2.612 -0.487 -3.131
H -2.632 -1.698 -1.852
H -3.440 -2.291 -4.225
H -2.360 -3.476 -3.534
H 0.226 -2.227 -4.005
H 0.262 -2.239 -5.753
H 0.459 -4.472 -5.816
H -1.164 -4.577 -5.118
H 0.416 -5.884 -3.823
H -0.271 -4.652 -2.823
H 2.279 -3.919 -4.270
H 2.441 -5.268 -3.150
H 1.075 -3.454 -1.573
H 2.007 -2.405 -2.604
H 0.759 -5.693 1.161
H 2.048 -5.099 2.252
H -0.670 -3.902 1.716
H -1.443 -4.747 3.590
H -0.189 -5.989 3.408
H 0.011 -4.596 4.519
C 0.603 1.448 -3.476
O 0.734 0.852 -2.195
C 2.080 0.822 -1.739
C 2.371 1.941 -0.759
O 2.275 3.218 -1.373
C 1.039 3.866 -1.115
H -0.449 1.687 -3.633
H 1.185 2.368 -3.559
H 0.921 0.743 -4.251
H 2.774 0.858 -2.585
H 2.225 -0.134 -1.225
H 3.399 1.834 -0.401
H 1.705 1.878 0.107
H 1.043 4.285 -0.104
H 0.190 3.187 -1.224
H 0.930 4.681 -1.829
C 0.335 9.351 2.680
O 1.382 9.643 1.772
C 2.215 8.525 1.505
C 1.858 7.856 0.193
O 0.560 7.280 0.229
C -0.421 8.095 -0.391
H -0.400 10.152 2.611
H -0.157 8.405 2.446
H 0.721 9.317 3.705
H 2.171 7.805 2.328
H 3.241 8.898 1.438
H 2.565 7.040 0.013
H 1.943 8.564 -0.637
H -0.345 8.009 -1.480
H -0.323 9.143 -0.103
H -1.400 7.734 -0.078
C -4.312 -2.892 3.023
O -3.710 -3.845 2.162
C -4.359 -5.108 2.201
C -5.298 -5.295 1.026
O -6.383 -4.381 1.068
C -6.200 -3.262 0.218
H -3.953 -1.905 2.734
H -5.401 -2.904 2.946
H -4.020 -3.081 4.062
H -4.893 -5.240 3.147
H -3.578 -5.873 2.147
H -5.725 -6.301 1.076
H -4.755 -5.206 0.080
H -6.401 -3.544 -0.821
H -5.192 -2.850 0.294
H -6.915 -2.496 0.517
C 1.605 0.476 2.037
O 2.002 1.740 1.525
C 1.400 2.830 2.206
C 2.337 3.443 3.227
O 2.633 2.539 4.280
C 3.885 1.893 4.122
H 2.306 -0.270 1.664
H 1.620 0.452 3.129
H 0.602 0.222 1.681
H 0.463 2.521 2.679
H 1.162 3.587 1.452
H 1.845 4.310 3.678
H 3.257 3.790 2.746
H 4.697 2.575 4.398
H 4.038 1.543 3.099
H 3.905 1.035 4.793

---

49
Properties=species:S:1:pos:R:3 method="wB97M-V/def2-TZVPD" lumo_energy_ev=0.1 relative_energy_ev=0.000 spin_multiplicity=1
C 1.664 3.275 0.669
C 2.093 3.180 -0.837
S 1.005 4.071 -2.004
C 1.260 1.904 1.102
N 1.880 1.420 2.202
O 0.480 1.129 0.528
H 2.510 3.709 1.152
H 0.817 3.989 0.782
H 3.079 3.651 -0.968
H 2.203 2.149 -1.121
H 0.145 3.083 -2.245
H 2.624 1.832 2.823
H 1.711 0.463 2.298
H -2.017 3.469 1.093
H -0.977 3.821 -0.118
O -1.485 4.180 0.682
H 2.121 -2.938 -1.673
H 1.885 -1.506 -0.943
O 2.596 -2.160 -1.251
H -0.054 -1.823 1.405
H -0.379 -0.507 0.613
O -0.727 -1.407 0.806
H -2.700 1.337 -3.713
H -2.083 0.213 -3.200
O -1.973 0.861 -3.876
H -3.552 -2.115 1.121
H -2.287 -1.193 1.418
O -3.249 -1.224 1.316
H 0.253 -3.597 -2.747
H 1.288 -4.725 -2.884
O 0.870 -4.117 -2.184
H -1.685 -2.692 -3.527
H -0.496 -1.942 -3.604
O -0.775 -2.831 -3.764
H -3.895 1.216 2.113
H -2.539 1.610 1.633
O -3.461 1.744 1.401
H -0.448 0.306 3.328
H -1.420 0.843 4.340
O -0.756 1.144 3.672
H -2.042 -1.257 -1.753
H -3.412 -1.846 -2.102
O -2.671 -1.481 -2.488
H 3.983 -1.861 1.677
H 3.350 -2.667 0.318
O 3.473 -2.460 1.329
H 0.755 -3.306 2.598
H 1.926 -2.544 1.999
O 1.111 -2.402 2.582

---

93
Properties=species:S:1:pos:R:3 method="wB97M-V/def2-TZVPD" lumo_energy_ev=0.5 spin_multiplicity=1 smiles="CCOC(=O)C(F)(F)F.c1cc[nH]c1.c1cc[nH]c1.c1cc[nH]c1.c1cc[nH]c1.C1CCOC1.C1CCOC1.C1CCOC1"
N -3.692 1.450 1.263
C -4.446 0.951 0.229
C -4.656 1.960 -0.683
C -3.976 3.118 -0.222
C -3.424 2.786 0.989
H -3.341 0.787 1.924
H -4.633 -0.106 0.215
H -5.182 1.917 -1.600
H -3.828 4.127 -0.637
H -2.654 3.252 1.625
N -1.218 1.924 -4.234
C -2.361 1.587 -3.554
C -2.955 0.534 -4.202
C -2.190 0.315 -5.396
C -1.133 1.184 -5.385
H -0.559 2.596 -3.872
H -2.625 2.042 -2.647
H -3.811 -0.009 -3.825
H -2.469 -0.429 -6.151
H -0.390 1.415 -6.090
N -3.252 -3.193 -2.072
C -3.460 -4.503 -1.799
C -4.633 -4.650 -1.108
C -5.133 -3.310 -0.927
C -4.252 -2.464 -1.498
H -2.445 -2.775 -2.477
H -2.810 -5.271 -2.140
H -5.189 -5.457 -0.693
H -6.055 -3.020 -0.495
H -4.276 -1.352 -1.644
N -0.853 -0.810 -1.965
C -0.866 -1.140 -0.653
C -0.034 -2.159 -0.443
C 0.632 -2.414 -1.656
C 0.107 -1.534 -2.606
H -1.196 0.011 -2.441
H -1.468 -0.553 0.044
H 0.091 -2.631 0.519
H 1.408 -3.134 -1.714
H 0.392 -1.248 -3.638
C 1.882 -1.530 3.081
C 1.240 -0.349 3.813
O 1.934 0.890 3.366
C 1.631 2.075 3.944
O 0.781 2.243 4.707
C 2.576 3.192 3.430
F 3.869 2.766 3.645
F 2.435 3.397 2.154
F 2.413 4.265 4.170
H 1.301 -2.364 3.390
H 2.868 -1.788 3.443
H 1.872 -1.299 2.011
H 1.454 -0.372 4.927
H 0.138 -0.255 3.593
C 6.495 0.331 -1.244
C 7.347 -0.152 -0.056
C 6.681 -1.535 0.192
O 6.070 -1.917 -0.974
C 5.455 -0.736 -1.494
H 7.080 0.431 -2.157
H 6.075 1.270 -0.930
H 7.257 0.475 0.844
H 8.428 -0.173 -0.412
H 5.831 -1.365 0.955
H 7.258 -2.374 0.545
H 4.507 -0.654 -0.947
H 5.310 -0.873 -2.587
C 2.142 1.803 -1.136
C 3.047 3.003 -1.357
C 2.232 3.891 -2.320
O 0.874 3.394 -2.296
C 0.742 2.486 -1.231
H 2.334 1.416 -0.148
H 2.223 1.057 -1.889
H 4.044 2.824 -1.814
H 3.153 3.533 -0.398
H 2.569 3.693 -3.348
H 2.214 4.975 -2.078
H -0.079 1.812 -1.432
H 0.563 3.038 -0.316
C -2.792 -1.821 4.868
C -2.247 -2.593 3.603
C -2.377 -1.578 2.511
O -2.593 -0.287 3.073
C -2.765 -0.322 4.510
H -2.044 -2.071 5.653
H -3.796 -2.117 5.100
H -2.893 -3.499 3.375
H -1.229 -2.989 3.703
H -3.334 -1.852 1.971
H -1.517 -1.487 1.811
H -3.753 0.060 4.785
H -2.070 0.240 5.045

---

30
Properties=species:S:1:pos:R:3 method="wB97M-V/def2-TZVPD" lumo_energy_ev=0.1 relative_energy_ev=5.658 spin_multiplicity=1
C 2.273 0.043 -0.471
C 1.282 -0.317 0.607
C 3.149 -1.083 -1.070
C -0.889 -1.508 0.915
C -1.803 -2.256 -0.116
C -1.615 -0.340 1.393
C -2.044 0.764 0.624
C -1.803 2.097 1.003
C -2.054 1.807 -1.269
H 2.860 1.909 -0.058
H 3.925 0.846 0.588
H 1.829 0.541 -1.316
H 2.594 -2.020 -1.383
H 3.597 -1.657 -0.070
H 3.903 -0.642 -1.726
H 0.246 -1.121 -0.971
H -0.562 -2.201 1.825
H -0.826 -0.200 2.172
H -2.432 -0.669 1.885
H -1.931 2.567 2.049
H -2.364 2.065 -2.373
H -1.662 3.830 -0.487
H -2.123 -0.646 -1.101
N 3.346 1.080 -0.191
N 0.251 -1.043 0.056
N -2.209 0.539 -0.809
N -2.080 2.772 -0.280
O 1.486 -0.095 1.835
O -2.332 -3.411 0.129
O -2.013 -1.651 -1.389

---

10
Properties=species:S:1:pos:R:3 method="wB97M-V/def2-TZVPD" lumo_energy_ev=-1.1 relative_energy_ev=1.467 spin_multiplicity=1
C -1.307 0.755 0.683
C 0.142 0.864 0.553
C 0.873 -0.120 -0.005
C 0.341 -1.383 -0.904
H 0.396 1.883 0.699
H 1.997 -0.104 -0.011
O -1.885 0.105 -0.161
O -0.406 -2.322 -0.715
Cl -1.728 1.858 2.029
Cl 1.577 -1.535 -2.166